The following is a DFT calculation (ωB97M-V/def2-TZVPD) of a molecular structure, C29H53BO2P2Pm.

Calculated values
Relative energy (zero: lowest compared OMol25 entry of this formula, charge and spin) = 0.198 eV
<S²> = 6.013
DFT total energy = -70830.5967 eV
Frontier orbital gap (alpha / beta) = 6.84 / 7.02 eV
Charge = +1
2S+1 = 5

Last column: Löwdin spin population.
CARTESIAN COORDINATES (ANGSTROEM)
Pm: 0.1969 -1.0609 1.4341  4.09
C: -1.8914 -1.8362 2.7776  -0.01
C: -1.4967 -2.9119 1.9362  -0.01
C: 0.2493 -2.4678 3.4064  -0.01
C: -0.8403 -1.5769 3.7018  -0.01
C: -0.1761 -3.3180 2.3199  -0.01
C: -3.2160 -1.1498 2.7810  0.00
H: -3.7027 -1.2047 1.7988  0.00
H: -3.1239 -0.0881 3.0395  0.00
H: -3.9058 -1.6079 3.5105  0.00
C: -0.8938 -0.5990 4.8229  0.00
H: -1.8674 -0.0952 4.8502  0.00
H: -0.1448 0.1918 4.7207  0.00
H: -0.7360 -1.0872 5.7987  0.00
C: 1.5965 -2.3717 4.0300  0.00
H: 1.5149 -2.4874 5.1253  0.00
H: 2.0788 -1.3891 3.8487  0.00
H: 2.2698 -3.1478 3.6432  0.00
C: 0.6573 -4.3346 1.6292  0.00
H: 0.6161 -5.2960 2.1607  0.00
H: 1.7150 -4.0489 1.5618  0.00
H: 0.3026 -4.5194 0.6056  0.00
C: -2.3554 -3.5570 0.8998  0.00
H: -2.6429 -4.5792 1.1901  0.00
H: -1.8451 -3.6163 -0.0715  0.00
H: -3.2800 -2.9853 0.7608  0.00
C: -1.2940 1.4261 -0.9267  0.00
C: -2.3905 0.6611 -0.7462  0.00
C: -2.7968 -0.6095 -1.4196  0.00
C: -1.7808 -1.1700 -2.4283  0.00
C: -0.4400 -1.6346 -1.9636  0.00
C: 0.7294 -0.9506 -1.8711  0.00
C: 0.9871 0.5272 -1.8330  0.00
C: -0.2570 1.4151 -1.9937  0.00
H: -3.7204 -0.4428 -1.9995  0.00
H: -1.6740 -0.4114 -3.2370  0.00
H: -3.0656 -1.3637 -0.6645  0.00
H: -0.7484 1.1456 -2.9535  0.00
H: -1.0921 2.1716 -0.1422  0.00
H: -3.0085 0.9201 0.1181  0.00
H: 0.1078 2.4477 -2.1367  0.00
H: 1.5110 0.8056 -0.9036  0.00
H: 1.6384 -1.5610 -1.7105  0.00
H: 1.6896 0.7742 -2.6538  0.00
H: -2.2653 -2.0318 -2.9296  0.00
H: -0.3745 -2.7189 -1.7701  0.00
P: -0.7289 0.5917 -4.8438  0.00
C: -0.8710 2.4021 -5.0122  0.00
C: -2.0260 -0.0924 -5.9110  0.00
P: 1.5985 -1.4480 -5.2082  0.00
C: 0.8822 0.2379 -5.6019  0.00
C: 0.9017 -2.3251 -6.6949  0.00
C: 3.1773 -1.0057 -6.0699  0.00
H: -0.0087 2.8934 -4.5380  0.00
H: -1.7813 2.7583 -4.5066  0.00
H: -0.9079 2.6449 -6.0803  0.00
H: -1.9963 0.4377 -6.8744  0.00
H: -3.0044 0.0684 -5.4348  0.00
H: -1.8938 -1.1713 -6.0509  0.00
H: 2.9696 -0.6629 -7.0900  0.00
H: 3.8528 -1.8667 -6.0859  0.00
H: 3.6554 -0.1919 -5.5121  0.00
H: 1.6104 0.9977 -5.2542  0.00
H: 0.7293 0.3388 -6.6985  0.00
H: 1.4071 -3.2928 -6.7973  0.00
H: 1.0720 -1.7394 -7.6065  0.00
H: -0.1689 -2.5201 -6.5790  0.00
C: 3.2243 3.5192 3.7589  0.00
C: 2.1085 2.5257 3.9733  0.00
C: 2.3558 1.8843 5.3352  0.00
O: 2.2071 1.5415 2.9522  0.00
B: 0.9002 1.2070 2.6322  -0.02
O: -0.0650 2.0712 3.1346  0.00
C: 0.6554 3.1041 3.8190  0.00
C: -0.0682 3.4237 5.1029  0.00
C: 0.5963 4.3451 2.9408  0.00
H: 4.1877 3.0114 3.8664  0.00
H: 3.1703 4.2996 4.5236  0.00
H: 3.1873 3.9842 2.7689  0.00
H: 3.3606 1.4410 5.3489  0.00
H: 2.3281 2.6589 6.1136  0.00
H: 1.6366 1.0963 5.5975  0.00
H: 0.4637 4.2195 5.6338  0.00
H: -1.0768 3.7866 4.8783  0.00
H: -0.1644 2.5631 5.7693  0.00
H: 1.1068 4.2197 1.9834  0.00
H: -0.4508 4.5889 2.7360  0.00
H: 1.0336 5.1990 3.4647  0.00

Atoms 1-2, force components in eV/Å:
0.58 1.95 -2.50
0.44 -0.40 0.40

The following is a DFT calculation (ωB97M-V/def2-TZVPD) of a single C13H16N2O6 molecule.

Calculated values
Relative energy (zero: lowest compared OMol25 entry of this formula, charge and spin) = 5.316 eV
DFT total energy = -29002.5476 eV
Frontier orbital gap = 9.22 eV
SMILES = N[C@@H](Cc1ccc(O)cc1)C(=O)N[C@@H](CC(=O)O)C(=O)O

Last column: natural (NBO) charge in e.
CARTESIAN COORDINATES (ANGSTROEM)
C: -0.3545 2.4020 0.2081  -0.11
C: 0.9802 1.5057 0.3996  0.68
C: -1.6043 1.8043 1.0014  -0.45
C: -2.3782 0.5628 0.5589  -0.05
C: -1.9467 -0.7155 1.0963  -0.20
C: -3.4253 0.5660 -0.2962  -0.20
C: -2.5908 -1.7608 0.7648  -0.24
C: -4.2274 -0.5765 -0.5355  -0.30
C: -3.7380 -1.7602 -0.0170  0.29
C: 2.4860 -0.1016 -0.5362  -0.14
C: 1.6650 -1.4156 -0.1266  0.79
C: 3.6469 -0.0396 0.4980  -0.56
C: 4.8079 -0.8779 0.1990  0.80
H: -1.2515 1.8977 -1.5224  0.38
H: -0.6814 3.5462 -1.6070  0.39
H: -0.1121 3.3685 0.6288  0.22
H: -2.1930 2.7068 1.2222  0.22
H: -1.4519 1.5050 2.1108  0.25
H: -0.9617 -0.9027 1.6367  0.23
H: -3.6941 1.5219 -0.6576  0.21
H: -2.0231 -2.8020 0.9422  0.21
H: -5.0718 -0.4726 -1.2127  0.22
H: -4.7762 -3.2331 -0.7699  0.47
H: 1.1228 1.0069 -1.8547  0.46
H: 3.0047 -0.3628 -1.4726  0.25
H: 3.2982 -0.1563 1.6156  0.31
H: 3.8036 1.0750 0.2536  0.27
H: 6.0861 -1.4257 -1.3771  0.50
H: 0.0059 -2.4064 -0.3611  0.50
N: -0.5656 2.5414 -1.1517  -0.87
N: 1.6552 1.0718 -0.7921  -0.66
O: 1.3328 1.2540 1.6406  -0.64
O: -4.1207 -3.1198 -0.1234  -0.67
O: 2.1330 -2.2851 0.4727  -0.57
O: 5.4605 -1.4189 1.1408  -0.55
O: 5.2155 -0.9045 -1.2673  -0.76
O: 0.4642 -1.5984 -0.7091  -0.71

Atoms 1-2, force components in eV/Å:
1.38 -2.09 1.73
-0.45 -0.17 3.36

The following is a DFT calculation (ωB97M-V/def2-TZVPD) of 3 unconnected molecules or ions with the total composition C8H18NO4.

Calculated values
<S²> = 2.007
DFT total energy = -18254.3090 eV
Frontier orbital gap (alpha / beta) = 6.93 / 8.27 eV
Charge = +1
2S+1 = 3

Last column: natural (NBO) charge in e.
CARTESIAN COORDINATES (ANGSTROEM)
C: -2.1441 1.0801 2.2225  -0.35
C: -0.9610 1.3414 1.6954  -0.03
C: -0.3891 -2.2541 -4.1165  -0.61
C: 0.0685 0.0418 3.4331  -0.43
C: 0.0768 -0.9376 -3.5293  -0.40
C: -0.8274 -1.3991 -0.1133  0.70
C: 0.4806 -1.0322 -2.0683  0.08
C: 1.1401 0.3201 -1.6969  -0.05
N: 0.3076 0.8544 2.2102  -0.56
O: 0.0761 -1.2294 0.6568  -0.65
O: 0.6929 1.0905 -0.8897  -0.30
O: 1.9568 2.9890 2.6191  -0.95
O: -0.7660 -1.3239 -1.3922  -0.47
H: -2.3240 0.6595 3.1013  0.20
H: -3.1143 1.4293 1.8155  0.24
H: -1.4336 -2.1982 -4.1244  0.22
H: -0.0991 -3.0571 -3.5264  0.21
H: -0.0171 -2.4968 -5.0016  0.22
H: -0.8272 -0.4397 3.5172  0.23
H: 0.8730 -0.7553 3.6765  0.25
H: 0.0397 0.8574 4.3106  0.23
H: 0.9704 -0.6005 -4.2348  0.22
H: -0.5583 -0.1245 -3.4373  0.22
H: -1.9774 -1.6569 0.0435  0.15
H: 1.2423 -1.7608 -2.0533  0.22
H: 2.1179 0.3845 -2.4085  0.28
H: 0.5462 0.2284 1.5106  0.46
H: 0.9274 1.7072 2.2170  0.48
H: 2.0673 3.8978 2.6641  0.50
H: -0.8448 1.7833 0.8369  0.21
H: 2.6996 2.6014 2.0621  0.50

Atoms 1-2, force components in eV/Å:
-0.45 2.43 -3.21
-1.98 -2.08 3.83

The following is a DFT calculation (ωB97M-V/def2-TZVPD) of a molecular structure, C34H35F6LuN2OP2SbSeSi.

Calculated values
Relative energy (zero: lowest compared OMol25 entry of this formula, charge and spin) = 0.105 eV
<S²> = 0.766
DFT total energy = -189110.5400 eV
Frontier orbital gap (alpha / beta) = 7.14 / 4.52 eV
Charge = +2
2S+1 = 2

Last column: Löwdin spin population.
CARTESIAN COORDINATES (ANGSTROEM)
Lu: -0.2346 -2.3210 -0.4593  0.00
C: 3.6476 -3.9721 -1.1434  0.00
Si: 2.8651 -2.6399 -2.2433  0.00
C: 4.1815 -1.2616 -2.3918  0.00
C: 2.5687 -3.3788 -3.9585  0.00
O: 1.4941 -2.0803 -1.5151  0.00
H: 4.4562 -4.5847 -1.6258  0.00
H: 2.8679 -4.6384 -0.7725  0.00
H: 4.0429 -3.4295 -0.2764  0.00
H: 5.1335 -1.6310 -2.8212  0.00
H: 4.3520 -0.8578 -1.3668  0.00
H: 3.7420 -0.4465 -3.0316  0.00
H: 3.5647 -3.4833 -4.4487  0.00
H: 1.9231 -2.7678 -4.6105  0.00
H: 2.0693 -4.3494 -3.8704  0.00
Se: 2.0035 -2.0072 1.9809  0.00
N: 0.5895 -3.1276 1.4391  0.00
C: 0.2847 -3.9575 2.4639  0.00
C: -0.6679 -5.0133 2.4648  0.00
C: -0.8897 -5.6366 3.6792  0.00
C: -0.1724 -5.3878 4.8685  0.00
C: 0.8343 -4.4451 4.9310  0.00
C: 1.0293 -3.6613 3.7484  0.00
N: 1.9115 -2.6682 3.7455  0.00
H: -1.2179 -5.1921 1.5579  0.00
H: -1.6480 -6.3608 3.8261  0.00
H: -0.5427 -5.9651 5.7318  0.00
H: 1.4110 -4.1812 5.8047  0.00
F: -0.3700 -4.3952 -1.7153  0.00
Sb: -2.2779 -4.1799 -2.4136  0.00
F: -1.7484 -2.2472 -2.4172  0.00
F: -1.7822 -4.5571 -4.1779  0.00
F: -2.5442 -6.0179 -2.0464  0.00
F: -2.3132 -3.6935 -0.4316  0.00
F: -4.0818 -3.9158 -2.8797  0.00
C: -0.6470 2.4708 1.0651  0.08
P: -0.3797 0.6951 0.4729  0.00
C: -1.1457 0.8857 -1.1527  0.00
C: -2.4758 1.2236 -1.3510  0.00
C: -2.9496 1.3322 -2.6548  0.00
C: -2.0952 1.2966 -3.7419  0.00
C: -0.7552 1.0358 -3.5504  0.00
C: -0.2898 0.7538 -2.2618  0.00
C: -1.5512 -0.1164 1.5564  0.00
C: -1.3427 -0.0535 2.9452  0.00
C: -2.0523 -0.8397 3.8135  0.00
C: -2.9728 -1.7374 3.2880  0.00
C: -3.2481 -1.7894 1.9339  0.00
C: -2.4757 -1.0300 1.0590  0.00
P: 0.9269 3.4750 1.1667  0.41
C: 1.2296 3.7353 -0.5833  0.07
C: 0.3285 4.4747 -1.3571  0.02
C: 0.5692 4.6437 -2.7238  0.00
C: 1.6602 4.0403 -3.3379  0.01
C: 2.5557 3.2857 -2.6066  0.00
C: 2.3483 3.1592 -1.2329  0.01
C: 0.2811 5.1049 1.7102  0.11
C: 0.8647 6.3307 1.2721  0.07
C: 0.3241 7.5470 1.6652  0.00
C: -0.7740 7.5976 2.5008  0.11
C: -1.3164 6.4282 3.0044  0.01
C: -0.7833 5.1836 2.6147  0.07
H: -1.0987 2.4400 2.0754  0.00
H: -1.3693 3.0135 0.4271  0.01
H: -3.1541 1.3553 -0.5060  0.00
H: -3.9770 1.5335 -2.8529  0.00
H: -2.4794 1.4359 -4.7351  0.00
H: -0.1011 1.0234 -4.3962  0.00
H: 0.7629 0.4945 -2.0806  0.00
H: -0.5378 0.5964 3.3280  0.00
H: -1.8910 -0.7966 4.8780  0.00
H: -3.5097 -2.3941 3.9644  0.00
H: -4.0313 -2.4586 1.5674  0.00
H: -2.7035 -1.0981 -0.0049  0.00
H: -0.5072 5.0163 -0.8816  0.00
H: -0.0541 5.2418 -3.3326  0.00
H: 1.8574 4.2489 -4.3854  0.00
H: 3.4674 2.9357 -3.0635  0.00
H: 3.1108 2.6442 -0.6280  0.00
H: 1.7002 6.2622 0.6010  0.00
H: 0.6936 8.4822 1.2727  0.00
H: -1.1628 8.5362 2.8072  0.01
H: -2.1364 6.5078 3.7092  0.00
H: -1.1940 4.2984 3.0975  0.00

Atoms 1-2, force components in eV/Å:
0.18 -0.73 -2.46
0.00 0.19 -0.30

The following is a DFT calculation (ωB97M-V/def2-TZVPD) of 4 unconnected molecules or ions with the total composition C10H12F3NO11.

Calculated values
Relative energy (zero: lowest compared OMol25 entry of this formula, charge and spin) = 0.000 eV
DFT total energy = -42727.3249 eV
Frontier orbital gap = 11.17 eV
SMILES = O=C1OC[C@@H](F)O1.O=C1OC[C@@H](F)O1.O=C1OC[C@@H](F)O1.C[N+](=O)[O-]

Last column: natural (NBO) charge in e.
CARTESIAN COORDINATES (ANGSTROEM)
C: -10.0354 -1.5555 15.8780  -0.49
N: -11.3008 -0.8047 15.7435  0.54
O: -11.3850 -0.0255 14.8101  -0.40
O: -12.1693 -0.9991 16.5599  -0.36
H: -9.6170 -1.7266 14.8965  0.24
H: -10.3218 -2.5198 16.2943  0.24
H: -9.3391 -1.0804 16.5609  0.23
C: -10.8832 -1.9589 11.8499  -0.14
C: -11.2291 -3.2930 12.5045  0.44
O: -12.5153 -3.5569 11.9955  -0.49
C: -12.6754 -2.8803 10.8220  0.97
O: -13.5626 -3.0603 10.0589  -0.56
O: -11.6513 -2.0192 10.6476  -0.49
F: -11.3193 -3.1721 13.8778  -0.35
H: -9.8431 -1.8104 11.5798  0.22
H: -11.2323 -1.1744 12.5285  0.22
H: -10.5229 -4.1150 12.3717  0.17
C: -11.3438 -5.5753 8.7053  -0.14
C: -10.5653 -4.6310 7.7963  0.42
O: -10.9096 -5.0624 6.4965  -0.48
C: -11.4076 -6.3209 6.5813  0.97
O: -11.7652 -6.9566 5.6440  -0.55
O: -11.4665 -6.7395 7.8658  -0.48
F: -9.2125 -4.9016 7.9740  -0.36
H: -12.3281 -5.2215 9.0113  0.22
H: -10.7466 -5.8374 9.5737  0.21
H: -10.7026 -3.5571 7.8798  0.19
C: -5.0423 -1.4373 13.5666  -0.14
C: -6.1115 -0.4291 14.0065  0.44
O: -7.3056 -1.1567 13.9098  -0.50
C: -7.0966 -2.3280 13.2566  0.98
O: -7.9225 -3.1432 12.9960  -0.58
O: -5.8099 -2.4483 12.9240  -0.47
F: -6.1992 0.6392 13.1846  -0.33
H: -4.4465 -1.9143 14.3468  0.21
H: -4.2961 -0.9982 12.9029  0.22
H: -5.9566 -0.0729 15.0226  0.17

Atoms 1-2, force components in eV/Å:
-0.04 -1.25 0.16
0.06 0.55 -0.22

The following is a DFT calculation (ωB97M-V/def2-TZVPD) of a single C4H6N2OS molecule.

Calculated values
Relative energy (zero: lowest compared OMol25 entry of this formula, charge and spin) = 3.945 eV
DFT total energy = -20105.3964 eV
Frontier orbital gap = 8.58 eV
SMILES = C=CC(=S)O/C=N\N

Last column: natural (NBO) charge in e.
CARTESIAN COORDINATES (ANGSTROEM)
C: 0.9905 -0.4673 1.0845  0.31
C: -1.3116 -0.3317 0.3136  0.16
C: -1.0672 0.9177 -0.4827  -0.29
C: -0.5327 2.0779 -0.0462  -0.33
H: 1.9910 -1.8621 -1.3648  0.37
H: 0.5295 -2.1167 -0.6319  0.35
H: 1.4637 -0.0217 1.9721  0.19
H: -1.3658 0.8467 -1.5320  0.24
H: -0.2793 2.3171 0.9779  0.20
H: -0.2947 2.8960 -0.7157  0.21
N: 1.1586 -1.4381 -0.9979  -0.63
N: 1.6992 -0.8097 0.1126  -0.28
O: -0.4006 -0.7371 1.2452  -0.53
S: -2.5809 -1.2710 0.0653  0.03

Atoms 1-2, force components in eV/Å:
-0.54 0.30 0.57
0.63 0.54 -0.41